The following is a quantum chemistry calculation of C28H51BCrF7N3O18 as an isolated structure, from the OMol25 dataset.

Cartesian coordinates (Å):
Cr (1.472, 17.705, -12.864)
B (0.531, 17.239, -10.470)
F (1.741, 16.709, -10.817)
F (0.385, 18.422, -11.149)
F (-0.442, 16.372, -10.838)
F (0.476, 17.383, -9.076)
C (5.236, 17.517, -10.913)
C (4.943, 18.039, -12.308)
C (5.514, 17.052, -13.339)
O (3.572, 18.287, -12.536)
H (4.957, 18.195, -10.106)
H (6.316, 17.419, -10.801)
H (4.799, 16.552, -10.654)
H (5.514, 18.960, -12.419)
H (5.474, 17.242, -14.411)
H (5.115, 16.041, -13.261)
H (6.575, 17.059, -13.092)
C (9.453, 16.942, -10.162)
C (9.460, 15.967, -8.936)
O (8.166, 15.447, -8.738)
C (7.888, 14.174, -9.088)
O (8.744, 13.327, -9.430)
C (6.358, 13.945, -9.132)
F (6.054, 12.730, -8.652)
F (5.781, 14.904, -8.442)
F (5.912, 13.982, -10.380)
H (8.635, 17.656, -10.060)
H (9.211, 16.358, -11.050)
H (10.273, 17.640, -10.328)
H (9.711, 16.442, -7.987)
H (10.167, 15.147, -9.062)
C (2.584, 15.308, -8.219)
O (2.470, 14.317, -7.107)
C (2.307, 13.061, -7.475)
O (2.395, 12.594, -8.575)
O (2.162, 12.294, -6.374)
C (2.137, 10.917, -6.394)
H (3.405, 15.960, -7.920)
H (1.685, 15.920, -8.300)
H (2.879, 15.085, -9.244)
H (1.872, 10.467, -5.438)
H (2.985, 10.486, -6.925)
H (1.303, 10.729, -7.071)
C (7.433, 18.622, -7.348)
O (8.748, 18.948, -6.935)
C (9.513, 19.671, -7.659)
O (9.413, 20.178, -8.737)
O (10.687, 19.743, -6.937)
C (11.701, 20.656, -7.281)
H (7.337, 17.655, -6.855)
H (7.309, 18.465, -8.419)
H (6.623, 19.216, -6.924)
H (12.412, 20.735, -6.458)
H (11.362, 21.673, -7.476)
H (12.203, 20.323, -8.190)
C (3.856, 19.495, -16.554)
O (2.524, 18.992, -16.948)
C (1.733, 18.282, -16.148)
O (1.997, 17.844, -14.994)
O (0.694, 17.900, -16.790)
C (0.363, 18.146, -18.172)
H (3.910, 20.509, -16.159)
H (4.562, 19.380, -17.377)
H (4.224, 18.831, -15.771)
H (-0.697, 17.903, -18.241)
H (1.028, 17.697, -18.910)
H (0.365, 19.224, -18.336)
C (8.052, 14.162, -14.021)
O (8.279, 13.083, -13.167)
C (9.586, 12.781, -12.758)
O (10.712, 13.349, -12.958)
O (9.479, 11.662, -12.091)
C (10.586, 10.740, -11.856)
H (7.749, 15.094, -13.545)
H (7.103, 14.060, -14.549)
H (8.748, 14.139, -14.859)
H (11.471, 10.765, -12.492)
H (10.185, 9.728, -11.806)
H (10.863, 10.974, -10.828)
C (3.300, 15.147, -15.737)
O (2.977, 14.194, -14.750)
C (2.210, 14.461, -13.683)
O (1.787, 15.585, -13.393)
O (2.253, 13.334, -12.914)
C (1.748, 13.336, -11.596)
H (3.836, 14.592, -16.506)
H (4.025, 15.880, -15.382)
H (2.391, 15.679, -16.016)
H (0.872, 13.959, -11.414)
H (2.577, 13.486, -10.905)
H (1.316, 12.351, -11.419)
C (8.117, 17.079, -16.416)
C (8.301, 16.566, -17.806)
N (8.484, 16.163, -18.883)
H (9.043, 17.474, -15.999)
H (7.600, 16.361, -15.779)
H (7.467, 17.943, -16.280)
C (7.181, 20.899, -13.523)
C (6.112, 21.727, -14.127)
N (5.317, 22.415, -14.623)
H (7.363, 19.953, -14.034)
H (6.882, 20.796, -12.480)
H (8.139, 21.419, -13.556)
C (2.092, 19.758, -9.046)
C (3.074, 20.213, -8.063)
N (3.795, 20.502, -7.198)
H (1.118, 19.504, -8.627)
H (2.462, 18.809, -9.434)
H (1.774, 20.481, -9.797)

Results
energy: -119309.76001 eV
gap between HOMO and LUMO (alpha / beta): 0.275 / 0.292 Eh
total charge: 0
spin multiplicity: 5
LUMO energy (alpha / beta): -0.998 / -0.614 eV
<S²>: 6.02

***

The following is a quantum chemistry calculation of a 6-piece molecular cluster, C28H51F2NO13S5 overall, from the OMol25 dataset.

Cartesian coordinates (Å):
C (-2.414, -3.849, -2.483)
C (-1.758, -4.193, -3.816)
F (-2.689, -3.928, -4.858)
C (-0.437, -3.496, -4.242)
O (0.611, -4.491, -4.292)
C (1.228, -4.548, -3.080)
O (1.951, -5.449, -2.784)
C (0.885, -3.301, -2.267)
C (2.176, -2.683, -1.663)
C (2.404, -3.158, -0.244)
O (2.376, -4.247, 0.162)
F (2.683, -2.136, 0.631)
C (0.231, -2.426, -3.351)
N (-0.598, -1.325, -2.939)
H (-2.267, -2.807, -2.200)
H (-2.032, -4.508, -1.689)
H (-3.492, -4.042, -2.574)
H (-1.551, -5.274, -3.851)
H (-0.623, -3.091, -5.241)
H (0.190, -3.566, -1.455)
H (2.172, -1.589, -1.722)
H (3.045, -3.046, -2.235)
H (1.094, -2.083, -3.962)
H (-0.814, -0.713, -3.718)
H (-0.180, -0.766, -2.199)
O (-1.972, 0.302, 1.666)
S (-0.566, 0.530, 1.450)
O (-0.039, 0.553, 0.107)
C (-0.083, 2.011, 2.329)
C (0.318, 1.503, 3.708)
C (1.149, 0.235, 3.461)
C (0.384, -0.621, 2.445)
H (-0.918, 2.707, 2.336)
H (0.765, 2.448, 1.801)
H (0.872, 2.265, 4.253)
H (-0.578, 1.261, 4.286)
H (2.121, 0.513, 3.050)
H (1.329, -0.323, 4.379)
H (1.035, -1.171, 1.772)
H (-0.326, -1.295, 2.921)
O (0.576, -9.341, 1.415)
S (0.439, -7.940, 1.725)
O (-0.581, -7.156, 1.076)
C (0.296, -7.766, 3.505)
C (1.737, -7.619, 3.982)
C (2.411, -6.667, 2.984)
C (2.041, -7.138, 1.574)
H (-0.226, -8.637, 3.893)
H (-0.286, -6.864, 3.694)
H (1.780, -7.240, 5.002)
H (2.232, -8.592, 3.965)
H (2.042, -5.650, 3.137)
H (3.492, -6.645, 3.112)
H (1.944, -6.320, 0.868)
H (2.736, -7.883, 1.192)
O (0.582, 1.430, -3.335)
S (1.942, 1.432, -3.807)
O (2.776, 0.268, -3.613)
C (1.949, 1.938, -5.523)
C (1.995, 3.461, -5.431)
C (3.040, 3.793, -4.359)
C (2.749, 2.899, -3.150)
H (1.046, 1.552, -5.992)
H (2.835, 1.511, -5.994)
H (2.240, 3.921, -6.386)
H (1.005, 3.807, -5.133)
H (4.040, 3.586, -4.745)
H (3.008, 4.844, -4.076)
H (3.636, 2.587, -2.603)
H (2.038, 3.354, -2.463)
O (-0.871, 4.571, 4.245)
S (-1.483, 5.239, 5.369)
O (-1.512, 6.677, 5.416)
C (-3.127, 4.567, 5.602)
C (-2.914, 3.382, 6.537)
C (-1.927, 3.864, 7.610)
C (-0.777, 4.574, 6.887)
H (-3.532, 4.308, 4.627)
H (-3.729, 5.349, 6.065)
H (-3.855, 3.048, 6.971)
H (-2.487, 2.544, 5.981)
H (-2.429, 4.563, 8.281)
H (-1.554, 3.039, 8.215)
H (-0.353, 5.403, 7.448)
H (0.012, 3.885, 6.590)
O (-0.691, 5.622, -4.924)
S (-1.729, 4.787, -4.362)
O (-2.359, 3.788, -5.184)
C (-1.124, 4.055, -2.842)
C (-1.491, 5.074, -1.769)
C (-2.919, 5.532, -2.095)
C (-2.969, 5.845, -3.595)
H (-0.060, 3.870, -2.949)
H (-1.646, 3.107, -2.710)
H (-1.423, 4.638, -0.772)
H (-0.806, 5.924, -1.811)
H (-3.620, 4.728, -1.862)
H (-3.209, 6.402, -1.508)
H (-3.928, 5.618, -4.054)
H (-2.685, 6.872, -3.816)

Results
energy: -117581.32949 eV
gap between HOMO and LUMO: 0.339 Eh
total charge: 0
spin multiplicity: 1
LUMO energy: 0.191 eV
SMILES: C[C@@H](F)[C@@H]1OC(=O)[C@@H](CC(=O)F)[C@@H]1N.O=S1(=O)CCCC1.O=S1(=O)CCCC1.O=S1(=O)CCCC1.O=S1(=O)CCCC1.O=S1(=O)CCCC1

***

The following is a quantum chemistry calculation of C28H51MnN3O4SbSi4 as an isolated structure, from the OMol25 dataset.

Cartesian coordinates (Å):
Mn (-1.047, 1.401, 0.273)
N (-1.462, 1.423, -1.739)
C (-2.708, 0.645, -1.960)
C (-3.508, 0.477, -0.682)
O (-4.649, 0.053, -0.735)
N (-2.846, 0.831, 0.451)
C (-3.686, 0.737, 1.631)
C (-3.024, 0.872, 2.983)
O (-3.653, 1.194, 3.952)
O (-0.714, 1.457, 2.333)
H (-1.571, 2.362, -2.111)
H (-0.710, 0.992, -2.266)
H (-2.441, -0.350, -2.315)
H (-3.349, 1.109, -2.708)
H (-4.207, -0.229, 1.650)
H (-4.483, 1.486, 1.623)
C (-1.387, 6.260, 1.551)
Si (-1.031, 4.878, 0.359)
C (0.599, 5.133, -0.496)
C (-2.441, 4.649, -0.849)
N (-0.879, 3.278, 1.140)
C (-0.930, 2.827, 2.327)
C (-1.164, 3.547, 3.562)
C (-1.112, 3.057, 4.807)
C (-0.883, 1.697, 5.271)
C (-1.064, 0.574, 4.586)
C (-1.516, 0.508, 3.163)
O (-1.332, -0.715, 2.554)
C (-0.345, -1.569, 3.057)
C (-0.748, -2.818, 3.487)
C (0.204, -3.681, 4.015)
C (1.531, -3.288, 4.111)
C (1.918, -2.033, 3.662)
C (0.980, -1.166, 3.121)
H (-1.443, 7.189, 0.976)
H (-0.600, 6.392, 2.295)
H (-2.345, 6.143, 2.060)
H (0.557, 6.012, -1.143)
H (0.860, 4.273, -1.116)
H (1.405, 5.286, 0.224)
H (-3.099, 5.520, -0.847)
H (-3.049, 3.779, -0.590)
H (-2.079, 4.530, -1.873)
H (-1.379, 4.596, 3.426)
H (-1.276, 3.777, 5.601)
H (-0.610, 1.606, 6.315)
H (-0.940, -0.376, 5.088)
H (-1.792, -3.095, 3.419)
H (-0.098, -4.660, 4.361)
H (2.265, -3.962, 4.531)
H (2.954, -1.726, 3.733)
H (1.257, -0.175, 2.783)
C (1.620, -4.195, 0.774)
Si (1.456, -3.972, -1.071)
C (0.258, -5.213, -1.787)
C (3.135, -4.123, -1.885)
Sb (0.432, -1.650, -1.433)
Si (0.184, -1.708, -3.994)
C (-1.416, -2.606, -4.367)
C (0.037, 0.056, -4.634)
C (1.602, -2.571, -4.854)
Si (2.556, -0.252, -1.242)
C (1.892, 1.491, -0.919)
C (3.522, -0.793, 0.268)
C (3.694, -0.225, -2.726)
H (2.038, -5.181, 0.997)
H (0.651, -4.116, 1.270)
H (2.278, -3.444, 1.213)
H (0.621, -6.230, -1.614)
H (0.141, -5.084, -2.865)
H (-0.727, -5.124, -1.325)
H (3.575, -5.094, -1.640)
H (3.825, -3.352, -1.536)
H (3.069, -4.049, -2.971)
H (-2.268, -2.145, -3.864)
H (-1.372, -3.649, -4.052)
H (-1.613, -2.590, -5.442)
H (-0.895, 0.523, -4.309)
H (0.013, 0.042, -5.727)
H (0.874, 0.693, -4.334)
H (1.550, -3.649, -4.693)
H (2.578, -2.222, -4.515)
H (1.536, -2.395, -5.932)
H (1.213, 1.404, -0.056)
H (1.333, 1.876, -1.775)
H (2.666, 2.218, -0.665)
H (2.913, -0.742, 1.173)
H (4.398, -0.154, 0.405)
H (3.873, -1.822, 0.166)
H (3.191, 0.106, -3.637)
H (4.108, -1.217, -2.913)
H (4.530, 0.453, -2.537)

Results
energy: -111889.80450 eV
gap between HOMO and LUMO (alpha / beta): 0.250 / 0.253 Eh
total charge: +1
spin multiplicity: 2
LUMO energy (alpha / beta): -3.581 / -3.596 eV
<S²>: 1.22

***

The following is a quantum chemistry calculation of a 4-piece molecular cluster, C28H52BrN4O6P overall, from the OMol25 dataset.

Cartesian coordinates (Å):
C (5.503, 0.842, 0.622)
C (4.504, 0.347, -0.141)
N (3.745, 1.168, -1.121)
C (3.541, 0.259, -2.230)
O (4.335, -0.568, -2.614)
C (2.181, 0.569, -2.790)
C (1.681, 0.349, -4.022)
O (2.449, -0.254, -4.989)
C (0.400, 0.761, -4.278)
C (-0.324, 1.395, -3.305)
C (-1.746, 1.785, -3.722)
C (-2.665, 0.552, -3.471)
C (-3.257, 0.491, -2.053)
Br (-4.170, 0.568, -4.739)
C (0.189, 1.646, -2.035)
P (-0.834, 2.560, -0.805)
C (0.024, 2.883, 0.790)
C (-0.980, 4.291, -1.535)
C (0.275, 4.643, -2.379)
C (1.472, 1.188, -1.761)
C (2.363, 1.193, -0.555)
O (2.197, 1.116, 0.628)
H (5.367, 0.748, 1.699)
H (6.425, 1.237, 0.203)
H (4.259, -0.712, -0.074)
H (2.372, -1.209, -4.894)
H (-0.047, 0.579, -5.247)
H (-2.122, 2.588, -3.096)
H (-1.746, 2.014, -4.785)
H (-2.105, -0.372, -3.602)
H (-2.503, 0.062, -1.393)
H (-3.528, 1.489, -1.717)
H (-4.141, -0.145, -2.039)
H (0.060, 1.961, 1.362)
H (1.010, 3.325, 0.651)
H (-0.623, 3.566, 1.343)
H (-1.898, 4.406, -2.105)
H (-0.934, 4.969, -0.681)
H (0.415, 5.723, -2.452)
H (0.252, 4.180, -3.365)
H (1.154, 4.266, -1.849)
C (-4.297, -1.363, 1.862)
O (-3.059, -0.696, 1.691)
C (-2.157, -0.820, 2.775)
C (-1.308, -2.101, 2.752)
C (-2.066, -3.342, 3.210)
N (-0.737, -2.354, 1.426)
H (-4.635, -1.335, 2.902)
H (-4.232, -2.397, 1.516)
H (-5.037, -0.855, 1.243)
H (-1.479, 0.033, 2.685)
H (-2.685, -0.704, 3.730)
H (-0.481, -1.950, 3.453)
H (-2.778, -3.691, 2.462)
H (-1.371, -4.160, 3.397)
H (-2.612, -3.149, 4.136)
H (-0.157, -1.562, 1.160)
H (-1.502, -2.331, 0.756)
C (11.269, -2.339, 0.469)
O (11.156, -1.133, 1.201)
C (11.156, 0.047, 0.419)
C (9.783, 0.430, -0.156)
C (9.375, -0.403, -1.366)
N (8.723, 0.345, 0.855)
H (11.918, -2.224, -0.404)
H (10.287, -2.702, 0.158)
H (11.707, -3.088, 1.129)
H (11.471, 0.844, 1.098)
H (11.916, -0.014, -0.370)
H (9.852, 1.471, -0.487)
H (9.079, -1.415, -1.091)
H (8.522, 0.054, -1.869)
H (10.191, -0.469, -2.089)
H (8.952, 0.970, 1.624)
H (8.773, -0.580, 1.272)
C (-7.927, -0.668, 3.659)
O (-7.977, -1.940, 3.039)
C (-9.279, -2.416, 2.749)
C (-9.865, -1.903, 1.424)
C (-10.380, -0.469, 1.501)
N (-8.902, -2.002, 0.324)
H (-8.763, -0.516, 4.347)
H (-7.909, 0.125, 2.907)
H (-6.997, -0.610, 4.225)
H (-9.179, -3.502, 2.675)
H (-9.957, -2.218, 3.589)
H (-10.720, -2.541, 1.183)
H (-9.570, 0.260, 1.530)
H (-10.986, -0.240, 0.625)
H (-11.004, -0.323, 2.385)
H (-8.625, -2.973, 0.213)
H (-8.048, -1.539, 0.624)

Results
energy: -127451.19093 eV
gap between HOMO and LUMO: 0.285 Eh
total charge: 0
spin multiplicity: 1
LUMO energy: -0.262 eV
SMILES: C=CN1C(=O)c2c(O)cc(C[C@@H](C)Br)c(P(C)CC)c2C1=O.COC[C@@H](C)N.COC[C@@H](C)N.COC[C@@H](C)N

***

The following is a quantum chemistry calculation of C28H52Cl2InN3O4Si2 as an isolated structure, from the OMol25 dataset.

Cartesian coordinates (Å):
C (-1.522, -0.585, -3.910)
C (-1.076, -1.917, -3.402)
H (-1.265, -0.410, -4.951)
H (-1.097, 0.214, -3.304)
H (-2.607, -0.492, -3.818)
C (-0.635, -2.928, -4.154)
C (-0.488, -2.967, -5.638)
H (-0.364, -3.849, -3.650)
H (-0.726, -2.022, -6.118)
H (-1.139, -3.729, -6.074)
H (0.531, -3.240, -5.925)
In (0.000, 0.000, 0.000)
Cl (-0.290, 1.878, -1.335)
C (-0.377, -2.406, 1.700)
O (0.450, -1.540, 1.368)
N (-0.091, -3.428, 2.506)
C (1.247, -3.637, 3.017)
C (-1.093, -4.422, 2.828)
H (-1.409, -2.358, 1.355)
H (1.862, -2.787, 2.748)
H (1.676, -4.545, 2.591)
H (1.223, -3.740, 4.102)
H (-2.029, -4.168, 2.343)
H (-1.250, -4.472, 3.906)
H (-0.782, -5.402, 2.468)
H (0.774, 2.927, 4.705)
H (-1.338, 4.293, 3.985)
C (1.100, 3.022, 3.669)
C (-0.905, 4.303, 2.984)
N (-0.043, 3.158, 2.790)
H (1.657, 2.138, 3.383)
C (-0.289, 2.270, 1.823)
O (0.418, 1.269, 1.618)
H (-1.711, 4.284, 2.257)
H (-1.164, 2.479, 1.211)
H (1.744, 3.898, 3.586)
H (-0.345, 5.230, 2.859)
H (1.429, -0.308, -3.744)
H (2.357, -2.640, -3.479)
C (2.242, 0.080, -3.136)
C (3.190, -2.188, -2.941)
N (2.743, -0.981, -2.280)
H (1.857, 0.887, -2.526)
C (2.584, -0.941, -0.964)
O (2.098, 0.005, -0.321)
H (3.564, -2.900, -2.210)
H (2.953, -1.838, -0.448)
H (3.045, 0.435, -3.782)
H (3.986, -1.959, -3.648)
O (-0.048, -1.267, -1.382)
C (-1.125, -2.007, -1.882)
C (0.075, -4.050, -1.001)
C (-1.114, -3.424, -1.356)
H (0.991, -3.482, -1.072)
C (0.084, -5.363, -0.553)
H (-2.071, -1.555, -1.566)
C (-2.302, -4.137, -1.226)
H (1.023, -5.839, -0.294)
C (-1.106, -6.070, -0.439)
C (-2.302, -5.447, -0.770)
H (-3.237, -3.655, -1.487)
H (-1.102, -7.095, -0.091)
H (-3.237, -5.985, -0.675)
Si (-0.429, 6.679, -3.426)
Cl (-0.720, 5.967, -5.382)
C (1.392, 6.517, -3.045)
C (-1.467, 5.620, -2.291)
C (-0.981, 8.462, -3.398)
H (1.719, 5.481, -3.111)
H (1.608, 6.871, -2.036)
H (1.994, 7.100, -3.739)
H (-0.403, 9.066, -4.096)
H (-0.855, 8.890, -2.403)
H (-2.031, 8.555, -3.670)
H (-1.170, 4.574, -2.346)
H (-2.522, 5.679, -2.551)
H (-1.359, 5.944, -1.256)
C (1.706, 0.288, 5.888)
Si (0.000, 0.000, 5.174)
C (-0.584, -1.664, 5.782)
C (-1.284, 1.197, 5.832)
C (0.000, 0.000, 3.304)
C (0.000, 0.000, 2.000)
H (1.650, 0.226, 6.994)
H (2.106, 1.278, 5.606)
H (2.392, -0.500, 5.513)
H (-0.643, -1.649, 6.889)
H (-1.586, -1.884, 5.361)
H (0.128, -2.447, 5.478)
H (-1.087, 2.241, 5.539)
H (-2.279, 0.908, 5.436)
H (-1.304, 1.133, 6.940)

Results
energy: -88508.10310 eV
gap between HOMO and LUMO (alpha / beta): 0.202 / 0.202 Eh
total charge: 0
spin multiplicity: 1
LUMO energy (alpha / beta): 0.414 / 0.414 eV